C95H210N10O7 | the ωB97M-V functional and the def2-TZVPD basis

Calculated values
**Frontier orbital gap**: 7.798 eV
**Calculated total energy**: -131074.1315 eV
**Charge**: +8
**LUMO**: -10.531 eV
**HOMO energy**: -18.3297 eV

Each line ends with the Mulliken charge.
Cartesian coordinates (Å):
C 4.784 -1.863 5.184  -1.50
C 6.060 -1.044 5.320  -0.07
C 7.178 -1.884 4.791  -0.85
N 8.540 -1.428 5.312  0.18
C 9.565 -2.336 4.564  -0.80
C 11.002 -1.838 4.643  -0.59
C 11.150 -0.383 4.121  -0.66
C 10.197 0.422 4.994  -0.68
C 8.784 -0.055 4.770  -0.51
C 8.698 -1.627 6.822  -0.86
H 4.760 -2.740 5.878  0.34
H 4.734 -2.226 4.181  0.40
H 3.878 -1.281 5.343  0.40
H 6.200 -0.833 6.401  0.29
H 6.065 -0.105 4.788  0.39
H 7.247 -1.885 3.688  0.40
H 6.986 -2.960 5.060  0.36
H 9.153 -2.316 3.580  0.52
H 9.434 -3.332 4.960  0.46
H 11.496 -2.511 3.960  0.38
H 11.501 -1.881 5.594  0.36
H 10.875 -0.198 3.078  0.28
H 12.165 0.010 4.301  0.36
H 10.226 1.512 4.711  0.37
H 10.393 0.382 6.080  0.34
H 8.607 -0.146 3.669  0.23
H 8.023 0.629 5.218  0.39
H 8.518 -0.712 7.401  0.38
H 9.662 -2.040 7.050  0.35
H 7.982 -2.365 7.218  0.34
C -5.252 6.125 -9.608  -1.27
C -5.218 7.091 -8.477  -0.52
C -5.034 6.396 -7.098  -0.32
N -4.460 7.266 -5.904  -0.09
C -4.562 6.524 -4.589  -0.68
C -3.665 5.304 -4.585  -0.50
C -2.256 5.732 -4.627  -0.51
C -2.065 6.523 -5.864  -0.62
C -2.989 7.695 -6.108  -0.62
C -5.306 8.550 -5.757  -0.96
H -4.339 5.465 -9.660  0.27
H -5.386 6.646 -10.551  0.41
H -6.080 5.455 -9.368  0.35
H -6.043 7.803 -8.492  0.46
H -4.439 7.859 -8.629  0.31
H -4.374 5.534 -7.280  0.00
H -5.985 6.110 -6.641  0.44
H -5.627 6.302 -4.504  0.49
H -4.198 7.179 -3.838  0.40
H -3.995 4.714 -5.454  0.18
H -3.823 4.705 -3.692  0.43
H -1.525 4.880 -4.588  0.34
H -2.045 6.404 -3.797  0.25
H -2.174 5.884 -6.730  0.28
H -1.074 6.954 -5.880  0.41
H -2.885 8.120 -7.131  0.35
H -2.871 8.472 -5.361  0.49
H -6.392 8.291 -5.732  0.38
H -5.070 9.251 -6.564  0.41
H -5.001 9.109 -4.885  0.45
C 2.646 -11.625 2.700  -1.34
C 1.194 -11.208 2.814  -0.18
C 1.274 -9.672 2.871  -0.81
N -0.038 -8.940 3.082  0.06
C -0.538 -9.249 4.453  -0.63
C 0.306 -8.581 5.498  -0.79
C 0.567 -7.046 5.396  -0.66
C 1.028 -6.794 3.933  -0.50
C 0.082 -7.379 2.915  -0.68
C -1.104 -9.332 2.075  -1.04
H 3.143 -11.584 3.653  0.37
H 3.211 -11.031 1.941  0.24
H 2.878 -12.535 2.215  0.44
H 0.741 -11.582 3.735  0.19
H 0.594 -11.612 2.000  0.37
H 1.753 -9.319 1.942  0.44
H 1.970 -9.333 3.662  0.27
H -0.636 -10.316 4.545  0.55
H -1.584 -8.800 4.435  0.43
H 1.285 -9.106 5.482  0.30
H -0.017 -8.786 6.487  0.51
H 1.336 -6.836 6.146  0.38
H -0.326 -6.477 5.659  0.30
H 2.059 -7.136 3.808  0.25
H 1.048 -5.722 3.763  0.43
H 0.437 -7.206 1.892  0.44
H -0.924 -6.970 3.023  0.40
H -1.286 -10.384 2.233  0.46
H -0.688 -9.087 1.083  0.35
H -2.027 -8.784 2.250  0.44
C 4.160 1.567 -5.869  -1.40
C 4.675 1.674 -4.421  0.15
C 5.967 0.848 -4.334  -0.93
N 6.611 0.839 -2.964  0.16
C 7.179 2.205 -2.709  -0.49
C 7.895 2.235 -1.341  -0.91
C 6.964 1.720 -0.171  -0.59
C 6.239 0.427 -0.542  -0.62
C 5.540 0.468 -1.908  -0.97
C 7.702 -0.256 -3.041  -0.95
H 4.146 0.512 -6.080  0.38
H 4.759 2.099 -6.580  0.39
H 3.127 1.943 -5.937  0.37
H 3.903 1.223 -3.748  0.07
H 4.811 2.720 -4.080  0.23
H 6.590 1.260 -5.157  0.42
H 5.683 -0.175 -4.509  0.59
H 6.402 2.928 -2.605  0.35
H 7.809 2.353 -3.589  0.41
H 8.355 3.177 -1.192  0.54
H 8.766 1.561 -1.494  0.31
H 6.142 2.495 -0.122  0.24
H 7.491 1.687 0.780  0.41
H 5.444 0.089 0.136  0.52
H 6.979 -0.377 -0.555  0.25
H 4.804 1.291 -1.978  0.41
H 5.102 -0.511 -2.161  0.53
H 8.372 -0.147 -2.198  0.49
H 8.198 -0.047 -3.989  0.37
H 7.341 -1.298 -3.042  0.27
C -2.850 -3.640 -14.353  -1.42
C -3.144 -3.383 -12.904  -0.24
C -2.039 -3.847 -11.965  -0.65
N -2.099 -3.314 -10.510  0.11
C -3.445 -3.677 -9.852  -0.63
C -3.481 -3.442 -8.363  -0.76
C -2.296 -3.913 -7.572  -0.42
C -0.950 -3.605 -8.250  -0.53
C -0.945 -3.997 -9.731  -0.71
C -1.912 -1.837 -10.508  -0.87
H -3.696 -3.322 -14.963  0.38
H -2.644 -4.688 -14.427  0.37
H -1.960 -3.111 -14.639  0.37
H -4.100 -3.878 -12.651  0.35
H -3.372 -2.302 -12.765  0.27
H -1.037 -3.545 -12.308  0.37
H -2.035 -4.929 -11.857  0.44
H -3.551 -4.750 -10.087  0.45
H -4.265 -3.153 -10.412  0.44
H -4.399 -3.977 -8.079  0.40
H -3.604 -2.383 -8.127  0.26
H -2.357 -4.971 -7.343  0.33
H -2.254 -3.462 -6.570  0.17
H -0.122 -4.207 -7.794  0.37
H -0.774 -2.536 -8.141  0.28
H -1.042 -5.073 -9.892  0.43
H -0.013 -3.652 -10.171  0.43
H -2.602 -1.300 -11.185  0.31
H -0.863 -1.571 -10.857  0.31
H -1.944 -1.425 -9.476  0.37
C -5.749 -1.918 -0.319  -1.09
C -6.783 -2.587 -1.234  -0.85
C -6.863 -4.093 -0.964  -0.18
C -7.983 -4.764 -1.747  -1.31
N -8.199 -6.174 -1.339  0.54
C -6.925 -6.944 -1.545  -0.82
C -6.779 -7.130 -3.039  -0.67
C -8.217 -7.385 -3.472  -0.71
C -9.089 -6.783 -2.398  -0.72
C -8.736 -6.379 0.064  -1.19
C -10.081 -5.715 0.420  -0.14
C -10.509 -6.455 1.724  -1.40
H -4.795 -2.405 -0.157  0.15
H -6.167 -1.720 0.691  0.32
H -5.507 -0.976 -0.808  0.43
H -6.456 -2.394 -2.238  0.40
H -7.749 -2.105 -1.192  0.48
H -7.127 -4.271 0.052  0.32
H -5.928 -4.540 -1.303  0.29
H -7.812 -4.800 -2.838  0.56
H -8.939 -4.274 -1.627  0.40
H -6.999 -7.924 -1.072  0.58
H -6.085 -6.474 -1.017  0.46
H -6.185 -8.024 -3.313  0.42
H -6.284 -6.243 -3.407  0.27
H -8.485 -8.447 -3.553  0.37
H -8.516 -6.992 -4.449  0.33
H -9.753 -7.536 -1.951  0.45
H -9.789 -6.037 -2.719  0.46
H -7.952 -6.094 0.805  0.55
H -8.925 -7.449 0.138  0.52
H -10.825 -5.915 -0.369  0.32
H -10.030 -4.606 0.615  0.27
H -9.810 -6.333 2.538  0.37
H -10.690 -7.497 1.558  0.38
H -11.494 -6.095 2.040  0.41
C -0.184 3.911 3.276  -1.50
C 0.125 2.505 2.942  -0.25
C -0.642 2.042 1.712  -0.15
C 0.059 0.710 1.097  -1.38
N -0.774 -0.112 0.228  0.81
C -0.961 0.365 -1.170  -1.20
C -0.018 -0.148 -2.267  -0.18
C -0.140 -1.652 -2.476  -0.06
C -0.616 -2.248 -3.551  -0.90
C -1.981 -0.753 0.830  -0.95
C -1.878 -1.450 2.248  -0.22
C -3.107 -2.311 2.399  -1.39
H -0.154 4.527 2.393  0.41
H 0.417 4.470 3.963  0.44
H -1.211 4.009 3.596  0.26
H -0.076 1.848 3.765  0.27
H 1.229 2.380 2.765  0.30
H -0.616 2.835 0.995  0.40
H -1.707 1.822 2.009  0.13
H 0.321 0.115 1.984  0.37
H 0.967 1.169 0.633  0.35
H -1.052 1.470 -1.202  0.36
H -1.994 0.026 -1.382  0.46
H 1.028 0.186 -1.979  -0.13
H -0.355 0.489 -3.069  0.47
H -11.854 -2.842 -7.507  0.31
H 0.062 -2.248 -1.592  0.39
H -0.700 -1.701 -4.494  0.25
H -0.842 -3.303 -3.531  0.27
H -2.307 -1.571 0.172  0.53
H -2.787 0.042 0.812  0.37
H -1.794 -0.800 3.124  0.17
H -1.048 -2.121 2.132  0.25
H -3.304 -3.037 1.584  0.30
H -4.006 -1.704 2.506  0.33
H -3.017 -2.844 3.341  0.44
C -0.135 9.655 0.198  -1.45
C 0.852 10.545 0.931  -0.89
C 1.556 9.985 2.160  -0.44
C 2.774 10.853 2.410  -1.00
N 3.249 10.956 3.847  0.26
C 2.379 11.799 4.666  -0.61
C 3.255 12.352 5.778  -0.55
C 4.697 12.106 5.340  -0.68
C 4.584 11.695 3.902  -0.56
C 3.407 9.569 4.413  -1.08
C 4.268 8.604 3.614  0.12
C 4.246 7.263 4.298  -1.63
H 0.250 8.723 -0.214  0.35
H -0.689 10.258 -0.544  0.38
H -0.883 9.367 0.929  0.33
H 0.240 11.401 1.216  0.40
H 1.429 10.972 0.142  0.55
H 1.785 8.915 2.096  0.41
H 0.829 9.952 2.987  0.39
H 2.469 11.926 2.252  0.52
H 3.587 10.567 1.798  0.45
H 1.616 11.127 4.998  0.41
H 1.886 12.548 4.062  0.45
H 2.955 11.937 6.796  0.29
H 3.086 13.444 5.871  0.33
H 5.120 11.264 5.958  0.25
H 5.366 12.962 5.460  0.44
H 5.479 11.145 3.611  0.37
H 4.535 12.598 3.238  0.51
H 2.432 9.102 4.584  0.47
H 3.889 9.665 5.411  0.58
H 5.281 8.942 3.616  0.19
H 3.919 8.347 2.634  0.26
H 3.286 6.809 4.422  0.41
H 4.663 7.343 5.317  0.37
H 4.962 6.553 3.868  0.39
C -3.482 2.062 5.663  -1.00
C -4.473 2.269 6.774  -1.06
C -3.882 2.129 8.150  -0.10
C -3.734 3.577 8.685  -0.82
N -2.687 3.973 9.764  0.40
C -1.325 3.540 9.432  -0.64
C -1.136 2.215 10.130  -0.83
C -2.392 1.940 11.053  -0.75
C -2.900 3.381 11.121  -0.55
C -2.696 5.447 9.995  -1.00
C -2.455 6.314 8.724  0.05
C -2.707 7.756 9.088  -1.50
H -4.009 2.113 4.710  0.43
H -2.991 1.086 5.754  0.33
H -2.638 2.794 5.656  0.14
H -5.327 1.610 6.704  0.47
H -5.001 3.232 6.772  0.47
H -2.949 1.554 8.228  0.20
H -4.571 1.536 8.754  0.31
H -4.664 4.024 9.017  0.26
H -3.420 4.168 7.797  0.26
H -0.622 4.271 9.832  0.48
H -1.238 3.537 8.361  0.32
H -0.207 2.298 10.696  0.41
H -1.010 1.420 9.415  0.39
H -1.954 1.540 11.977  0.40
H -2.892 1.115 10.646  0.30
H -2.295 3.953 11.844  0.46
H -3.950 3.554 11.386  0.50
H -1.871 5.624 10.700  0.50
H -3.665 5.683 10.437  0.41
H -3.120 6.021 7.887  0.22
H -1.409 6.219 8.448  0.34
H -2.322 8.312 8.258  0.41
H -2.146 8.090 9.950  0.40
H -3.773 7.980 9.116  0.38
C 4.978 -5.267 -4.386  -1.38
C 4.555 -6.036 -3.143  0.35
C 4.728 -7.560 -3.060  -0.67
O 3.994 -7.877 -1.899  -0.34
C 4.037 -9.224 -1.406  -0.62
N 5.328 -5.681 -1.911  -0.11
H 4.784 -6.312 -1.236  0.41
H 6.280 -6.011 -1.889  0.36
H 5.226 -4.754 -1.388  0.27
H 4.519 -4.240 -4.362  0.30
H 4.538 -5.628 -5.299  0.40
H 6.105 -5.062 -4.481  0.30
H 3.501 -5.870 -2.952  0.29
H 5.818 -7.831 -3.044  0.31
H 4.221 -7.903 -3.975  0.45
H 4.960 -9.630 -0.948  0.33
H 3.832 -9.928 -2.225  0.38
H 3.207 -9.291 -0.684  0.04
O -12.014 -1.915 -7.593  -0.63
C -3.331 2.061 -8.411  0.86
O -2.482 2.625 -7.783  -0.44
O -3.978 1.320 -9.092  -0.41
H -12.847 -1.880 -7.990  0.33
O 2.753 -2.945 0.576  -0.27
C 3.808 -3.911 0.068  0.68
O 4.402 -3.415 -0.842  -0.91
O 3.814 -5.046 0.508  -0.70
H 2.212 -3.478 1.171  0.13

=====

C22H32N2O2PRbS2Si | the ωB97M-V functional and the def2-TZVPD basis

Calculated values
**Frontier orbital gap**: 5.926 eV
**Calculated total energy**: -69904.4853 eV
**Charge**: -2
**LUMO**: 4.073 eV
**Energy relative to the best compared isomer or geometry (same formula, charge and spin)**: 0.0 kcal/mol
**HOMO energy**: -1.8523 eV

Each line ends with the Mulliken charge.
Cartesian coordinates (Å):
Rb -0.071 -0.413 -2.117  0.87
C -0.895 -2.021 1.617  -1.30
C -1.088 -0.649 1.021  0.26
N -0.091 0.098 0.698  0.35
N 1.137 -0.434 1.139  -0.65
C 2.236 -0.033 0.581  -0.03
S 2.609 0.933 -0.810  -0.50
S 3.642 -0.697 1.553  -0.17
C 4.457 0.860 1.968  -1.18
C 3.802 1.640 3.079  0.55
C 4.269 1.554 4.388  -0.35
C 3.641 2.239 5.422  -0.53
C 2.522 3.019 5.157  -0.31
C 2.043 3.106 3.854  -0.79
C 2.679 2.427 2.824  0.09
C -2.496 -0.141 0.864  0.19
C -3.312 -0.229 1.990  -0.49
C -4.638 0.185 2.001  -0.78
C -5.170 0.679 0.806  -0.28
C -4.399 0.759 -0.336  -0.78
C -3.023 0.371 -0.370  0.58
O -2.334 0.453 -1.444  -0.65
H -0.490 -2.700 0.862  0.16
H -1.840 -2.431 1.970  0.47
H -0.152 -1.990 2.414  0.34
H 4.490 1.446 1.048  0.35
H 5.476 0.586 2.248  0.42
H 5.133 0.932 4.597  0.32
H 4.022 2.157 6.433  0.34
H 2.019 3.542 5.961  0.35
H 1.157 3.692 3.635  0.38
H 2.295 2.480 1.809  0.31
H -2.881 -0.632 2.904  0.37
H -5.235 0.116 2.902  0.35
H -6.208 0.997 0.769  0.33
H -4.816 1.130 -1.266  0.36
C 0.181 4.941 -3.080  -1.22
P -0.361 3.229 -2.665  0.33
C -2.182 3.452 -2.812  -0.83
C -0.207 3.344 -0.840  -0.56
H -0.348 5.675 -2.464  0.29
H -0.011 5.157 -4.134  0.36
H 1.254 5.043 -2.907  0.35
H -2.528 4.303 -2.214  0.28
H -2.667 2.536 -2.459  0.06
H -2.458 3.617 -3.858  0.38
H -0.719 4.242 -0.474  0.44
H 0.847 3.359 -0.557  0.12
H -0.635 2.457 -0.366  0.00
C 0.440 -5.123 -1.266  -0.92
Si 0.128 -4.670 -3.075  0.39
C 1.376 -5.723 -4.046  -1.03
C -1.546 -5.469 -3.470  -0.97
O 0.209 -3.121 -3.404  -0.72
H 0.603 -6.199 -1.126  0.33
H -0.411 -4.827 -0.640  0.18
H 1.321 -4.588 -0.895  0.24
H 1.234 -6.795 -3.858  0.30
H 2.403 -5.457 -3.770  0.23
H 1.267 -5.542 -5.123  0.25
H -1.524 -6.560 -3.341  0.28
H -1.827 -5.248 -4.507  0.24
H -2.331 -5.062 -2.823  0.24

=====

C3H4N3 | the ωB97M-V functional and the def2-TZVPD basis

Calculated values
**Frontier orbital gap (alpha / beta)**: 7.938 / 7.939 eV
**Calculated total energy**: -7631.5785 eV
**Charge**: +1
**LUMO (alpha / beta)**: -8.698 / -8.696 eV
**Energy relative to the best compared isomer or geometry (same formula, charge and spin)**: 109.0 kcal/mol
**HOMO energy (alpha / beta)**: -16.6357 / -16.6357 eV

Each line ends with the Mulliken charge.
Cartesian coordinates (Å):
C 0.596 -0.772 -0.545  0.31
C 1.963 -0.763 -0.238  -0.21
C -1.620 0.324 0.068  -0.66
N 1.829 0.384 0.382  -0.05
N 0.598 0.929 0.532  -0.31
N -0.259 0.157 -0.146  0.51
H 2.914 -1.233 -0.325  0.42
H -1.850 1.415 0.120  0.30
H -1.876 -0.368 0.878  0.35
H -2.295 -0.072 -0.726  0.33